# 1
{"formula": "C12H13HgN", "method": "ωB97M-V with the def2-TZVPD basis set", "symbols": ["Hg", "C", "H", "H", "H", "H", "H", "C", "C", "C", "C", "N", "C", "C", "C", "C", "C", "C", "C", "H", "H", "H", "H", "H", "H", "H", "H"], "xyz": [[-0.5981, 0.2326, -1.5512], [-0.0907, 0.1647, -5.2404], [0.9925, 0.2681, -5.1993], [-0.3197, -0.8826, -5.4441], [-0.4876, 0.7875, -6.0448], [-0.5497, 0.4776, -4.2883], [-2.2625, 0.5978, -1.7000], [2.8556, 2.1386, 0.8684], [2.6390, 1.6706, 2.1756], [1.5700, 0.7967, 2.3630], [0.7561, 0.3742, 1.3079], [1.0219, 0.8220, 0.0634], [2.0060, 1.6950, -0.1505], [-0.4083, -0.5214, 1.4147], [-0.8263, -1.1117, 2.6391], [-1.9280, -1.9708, 2.7088], [-2.6222, -2.2424, 1.5328], [-2.2163, -1.6589, 0.3205], [-1.1363, -0.8155, 0.2926], [3.6518, 2.8168, 0.6096], [3.3034, 1.9952, 2.9858], [1.3441, 0.4107, 3.3495], [2.1016, 2.0405, -1.1770], [-0.2851, -0.8917, 3.5471], [-2.2548, -2.4302, 3.6500], [-3.4830, -2.8998, 1.5487], [-2.7732, -1.8635, -0.5821]], "e_lumo_ev": -0.423, "total_energy_ev": -18316.4053, "gap_ev": 6.5, "e_above_lowest_ev": 0.0254}

---

# 2
{"formula": "C12H13I3N2O2", "method": "ωB97M-V with the def2-TZVPD basis set", "symbols": ["C", "N", "C", "C", "N", "C", "C", "I", "C", "C", "I", "C", "C", "C", "C", "O", "O", "C", "I", "H", "H", "H", "H", "H", "H", "H", "H", "H", "H", "H", "H", "H"], "xyz": [[-2.7106, 3.1314, 3.0318], [-2.7588, 1.9799, 2.1050], [-4.0261, 1.3514, 1.6919], [-1.6111, 1.6664, 1.3421], [-1.6850, 0.7583, 0.4331], [-0.5506, 0.6068, -0.3204], [-0.2817, 1.5069, -1.3731], [-1.7137, 3.0973, -2.0147], [0.8628, 1.3974, -2.1292], [1.7668, 0.3908, -1.9189], [3.5645, 0.3403, -3.2654], [1.5422, -0.4995, -0.8829], [2.5243, -1.5762, -0.5903], [2.1525, -2.8522, -1.3630], [3.1301, -4.0346, -1.1872], [3.4811, -4.3536, -0.0688], [3.4667, -4.6881, -2.2784], [0.3751, -0.4122, -0.0935], [-0.0762, -1.8763, 1.5449], [-3.4680, 3.0130, 3.8248], [-2.9173, 4.0487, 2.4502], [-1.7199, 3.2224, 3.5280], [-4.1122, 0.3438, 2.0961], [-4.8557, 1.9298, 2.1101], [-4.0898, 1.3676, 0.5896], [-0.7092, 2.2410, 1.4988], [0.9628, 2.1262, -2.9390], [3.5144, -1.2835, -0.9192], [2.6667, -1.7360, 0.4917], [1.1576, -3.1811, -1.0160], [2.0977, -2.5863, -2.4055], [4.0206, -5.4396, -1.9727]], "smiles": "CN(C)/C=N/c1c(I)cc(I)c(CCC(=O)O)c1I", "e_lumo_ev": -0.603, "total_energy_ev": -44031.4271, "gap_ev": 8.1, "e_above_lowest_ev": 0.0000}